1 | Density functional theory data (the ωB97M-V functional and the def2-TZVPD basis) for one molecule with the formula C3H5NO.

Structure (ORCA input):
```
! RIJCOSX wB97M-V def2-TZVPD def2/J DEFGRID3
* xyz 0 1
C 0.857 0.037 -0.417
C -0.459 0.622 0.198
C -1.566 -0.298 -0.016
H 1.128 -1.212 1.037
H 0.815 -0.032 -1.497
H 1.731 0.685 -0.172
H -0.745 1.541 -0.269
H -0.334 0.831 1.268
N -2.551 -0.904 -0.186
O 1.124 -1.270 0.052
*
```

Summary:
HOMO, Ha: -0.4043
SMILES string: N#CCCO
Frontier orbital gap, hartree: 0.4256

***

2 | Density functional theory data (the ωB97M-V functional and the def2-TZVPD basis) for a 2-piece molecular cluster, C3H5NO overall.

Structure (ORCA input):
```
! RIJCOSX wB97M-V def2-TZVPD def2/J DEFGRID3
* xyz 0 1
C -0.630 -0.777 -0.112
C -0.548 0.765 -0.049
N 0.832 1.054 -0.361
C 1.454 -0.050 -0.237
O 0.758 -1.181 0.002
H -1.179 -1.156 0.739
H -1.002 -1.242 -1.039
H -1.306 1.492 0.078
H -0.916 1.278 1.257
H 2.537 -0.183 -0.279
*
```

Summary:
HOMO, Ha: -0.3231
Frontier orbital gap, hartree: 0.3513

***

3 | Density functional theory data (the ωB97M-V functional and the def2-TZVPD basis) for one molecule with the formula C3H5NO.

Structure (ORCA input):
```
! RIJCOSX wB97M-V def2-TZVPD def2/J DEFGRID3
* xyz 0 1
C -1.587 0.687 -0.122
C -0.757 -0.274 0.353
C 1.553 -0.403 -0.064
N 0.530 -0.156 0.803
O 1.235 0.967 0.247
H -2.533 0.343 -0.400
H -1.357 1.721 -0.432
H -1.019 -1.447 0.366
H 2.364 -0.880 0.445
H 1.570 -0.558 -1.196
*
```

Summary:
HOMO, Ha: -0.3350
SMILES string: C=CN1CO1
Frontier orbital gap, hartree: 0.3741

***

4 | Density functional theory data (the ωB97M-V functional and the def2-TZVPD basis) for one molecule with the formula C3H5NO.

Structure (ORCA input):
```
! RIJCOSX wB97M-V def2-TZVPD def2/J DEFGRID3
* xyz 0 1
C -0.725 -0.692 -0.057
C -0.540 0.784 0.157
N 0.741 1.088 -0.506
C 1.359 0.010 -0.249
O 0.656 -1.041 0.275
H -1.428 -1.095 0.677
H -0.932 -1.067 -1.065
H -1.317 1.505 -0.124
H -0.242 0.635 1.213
H 2.428 -0.127 -0.321
*
```

Summary:
HOMO, Ha: -0.3604
SMILES string: C1=NCCO1
Frontier orbital gap, hartree: 0.3987

***

1 wins, 0.617 eV ahead of the next structure.

***

1 | Density functional theory data (the ωB97M-V functional and the def2-TZVPD basis) for C3H5NO as an isolated structure.

Structure (ORCA input):
```
! RIJCOSX wB97M-V def2-TZVPD def2/J DEFGRID3
* xyz 0 1
O 2.110 -0.523 0.394
C 0.966 -0.197 0.430
C 0.235 1.176 0.320
N -0.930 0.303 0.510
C -0.416 -0.916 0.618
H 0.416 1.887 1.133
H 0.283 1.678 -0.653
H -1.913 0.553 0.551
H -0.439 -2.135 -1.421
H -0.222 -2.168 -2.136
*
```

Summary:
HOMO, Ha: -0.3235
Frontier orbital gap, hartree: 0.3209

***

2 | Density functional theory data (the ωB97M-V functional and the def2-TZVPD basis) for one molecule with the formula C3H5NO.

Structure (ORCA input):
```
! RIJCOSX wB97M-V def2-TZVPD def2/J DEFGRID3
* xyz 0 1
C -1.019 0.795 0.328
O -0.709 0.016 -0.812
C 0.490 -0.718 -0.769
C 1.308 -0.502 0.441
N 1.910 -0.351 1.416
H -2.019 1.198 0.159
H -0.313 1.625 0.448
H -1.015 0.196 1.247
H 1.098 -0.467 -1.647
H 0.269 -1.792 -0.812
*
```

Summary:
HOMO, Ha: -0.3841
SMILES string: COCC#N
Frontier orbital gap, hartree: 0.4136

***

2 wins, 2.937 eV ahead of the next structure.

***

1 | Density functional theory data (the ωB97M-V functional and the def2-TZVPD basis) for one molecule with the formula C3H5NO.

Structure (ORCA input):
```
! RIJCOSX wB97M-V def2-TZVPD def2/J DEFGRID3
* xyz 0 1
C -0.103 0.473 -0.197
C -0.385 1.768 -0.671
C 0.341 -1.726 0.502
N 0.667 1.328 0.352
O -0.462 -0.754 -0.262
H -0.166 2.282 -1.584
H -1.284 2.181 -0.048
H 0.083 -1.542 1.573
H 1.329 -1.273 0.210
H -0.018 -2.736 0.124
*
```

Summary:
HOMO, Ha: -0.3514
SMILES string: COC1=NC1
Frontier orbital gap, hartree: 0.3844

***

2 | Density functional theory data (the ωB97M-V functional and the def2-TZVPD basis) for C3H5NO as an isolated structure.

Structure (ORCA input):
```
! RIJCOSX wB97M-V def2-TZVPD def2/J DEFGRID3
* xyz 0 1
C 0.038 0.612 -0.134
C 0.274 -0.710 0.076
C -0.729 -1.611 -0.373
H 0.263 2.575 0.234
H 1.215 1.568 1.339
H -0.791 0.778 -0.804
H 1.101 -0.974 0.652
H -0.301 -2.600 -0.206
N 0.720 1.656 0.147
O -1.790 -1.294 -0.932
*
```

Summary:
HOMO, Ha: -0.3230
Frontier orbital gap, hartree: 0.3328

***

3 | Density functional theory data (the ωB97M-V functional and the def2-TZVPD basis) for one molecule with the formula C3H5NO.

Structure (ORCA input):
```
! RIJCOSX wB97M-V def2-TZVPD def2/J DEFGRID3
* xyz 0 1
O -0.340 1.810 0.880
C -0.643 1.244 -0.153
C -0.276 -0.151 -0.503
C 0.959 -0.763 0.039
N -0.330 -1.129 0.592
H -1.312 1.685 -0.890
H -0.674 -0.525 -1.446
H 1.507 -1.457 -0.609
H 1.598 -0.135 0.645
H -0.488 -0.578 1.445
*
```

Summary:
HOMO, Ha: -0.3701
SMILES string: O=C[C@H]1CN1
Frontier orbital gap, hartree: 0.3966

***

4 | Density functional theory data (the ωB97M-V functional and the def2-TZVPD basis) for one molecule with the formula C3H5NO.

Structure (ORCA input):
```
! RIJCOSX wB97M-V def2-TZVPD def2/J DEFGRID3
* xyz 0 1
C -0.457 -0.649 0.693
N 0.850 -0.388 1.194
C -0.575 0.547 -0.171
C -0.211 0.518 -1.468
O -0.994 -1.727 0.630
H 1.381 -1.186 1.522
H 1.290 0.505 1.361
H -1.130 1.374 0.251
H -0.485 1.332 -2.129
H 0.330 -0.326 -1.885
*
```

Summary:
HOMO, Ha: -0.3563
SMILES string: C=CC(N)=O
Frontier orbital gap, hartree: 0.3924

***

4 wins, 0.395 eV ahead of the next structure.

***

1 | Density functional theory data (the ωB97M-V functional and the def2-TZVPD basis) for one molecule with the formula C3H5NO.

Structure (ORCA input):
```
! RIJCOSX wB97M-V def2-TZVPD def2/J DEFGRID3
* xyz 0 1
C -0.530 0.338 -0.844
C 0.762 0.614 -0.045
N 0.803 -0.423 0.992
C -0.278 -1.059 0.902
O -1.133 -0.757 -0.110
H -1.245 1.163 -0.872
H -0.334 0.000 -1.871
H 1.689 0.665 -0.631
H 0.877 1.290 0.893
H -0.613 -1.832 1.585
*
```

Summary:
HOMO, Ha: -0.3402
SMILES string: C1=NCCO1
Frontier orbital gap, hartree: 0.3780

***

2 | Density functional theory data (the ωB97M-V functional and the def2-TZVPD basis) for one molecule with the formula C3H5NO.

Structure (ORCA input):
```
! RIJCOSX wB97M-V def2-TZVPD def2/J DEFGRID3
* xyz 0 1
C 0.263 -0.161 -0.505
C 1.322 0.576 0.181
C -0.971 -0.502 -0.190
N -1.830 -0.131 0.935
O -2.869 -0.718 0.972
H 0.554 -0.446 -1.477
H 2.066 0.072 0.831
H 0.917 1.471 0.703
H 1.895 1.062 -0.604
H -1.347 -1.224 -0.846
*
```

Summary:
HOMO, Ha: -0.3311
SMILES string: C/C=C\N=O
Frontier orbital gap, hartree: 0.3146

***

1 wins, 2.054 eV ahead of the next structure.

***

1 | Density functional theory data (the ωB97M-V functional and the def2-TZVPD basis) for a 2-piece molecular cluster, C2H7NO overall.

Structure (ORCA input):
```
! RIJCOSX wB97M-V def2-TZVPD def2/J DEFGRID3
* xyz 0 1
C 2.665 1.010 1.341
N 1.659 0.459 1.870
H 2.554 1.599 0.429
H 3.668 0.989 1.779
H 2.034 -0.359 2.364
H -1.653 0.903 -1.605
C -2.155 -0.952 -1.176
O -2.313 0.268 -1.904
H -1.719 -1.712 -1.833
H -1.557 -0.929 -0.268
H -3.182 -1.275 -0.998
*
```

Summary:
HOMO, Ha: -0.3722
SMILES string: C=N.CO
Frontier orbital gap, hartree: 0.4049

***

2 | Density functional theory data (the ωB97M-V functional and the def2-TZVPD basis) for one molecule with the formula C2H7NO.

Structure (ORCA input):
```
! RIJCOSX wB97M-V def2-TZVPD def2/J DEFGRID3
* xyz 0 1
C -0.672 0.582 -0.260
C 0.792 0.570 0.235
H -1.953 -0.539 1.012
H -1.191 -1.446 -0.050
H -1.016 1.573 0.118
H -0.687 0.713 -1.364
H 0.801 0.634 1.400
H 1.473 1.393 -0.064
H 1.622 -0.586 -0.984
N -1.629 -0.460 0.029
O 1.454 -0.679 -0.015
*
```

Summary:
HOMO, Ha: -0.3476
SMILES string: NCCO
Frontier orbital gap, hartree: 0.3829

***

3 | Density functional theory data (the ωB97M-V functional and the def2-TZVPD basis) for one molecule with the formula C2H7NO.

Structure (ORCA input):
```
! RIJCOSX wB97M-V def2-TZVPD def2/J DEFGRID3
* xyz 0 1
C 0.448 1.107 0.173
C 0.293 -0.584 0.073
N -0.634 -0.918 -0.983
O -0.645 1.613 0.841
H -0.556 0.589 1.244
H -1.578 -0.653 -0.730
H -0.587 -1.894 -1.247
H 0.447 1.423 -0.875
H 1.411 1.291 0.672
H 0.106 -1.076 1.047
H 1.297 -0.899 -0.217
*
```

Summary:
HOMO, Ha: -0.3465
SMILES string: NCCO
Frontier orbital gap, hartree: 0.3830

***

4 | Density functional theory data (the ωB97M-V functional and the def2-TZVPD basis) for a 2-piece molecular cluster, C2H7NO overall.

Structure (ORCA input):
```
! RIJCOSX wB97M-V def2-TZVPD def2/J DEFGRID3
* xyz 0 1
C 0.463 0.136 1.143
C 1.064 0.105 -0.075
N 0.853 1.123 -0.989
H -0.066 1.056 1.349
H 0.834 -0.535 1.902
H 1.709 -0.739 -0.292
H 0.261 1.856 -0.663
H 0.878 0.935 -1.969
H -2.042 -2.063 -0.105
H -1.241 -1.050 -0.568
O -1.923 -1.133 0.104
*
```

Summary:
HOMO, Ha: -0.2958
SMILES string: C=CN.O
Frontier orbital gap, hartree: 0.3299

***

2 wins, 0.242 eV ahead of the next structure.

***

1 | Density functional theory data (the ωB97M-V functional and the def2-TZVPD basis) for a 2-piece molecular cluster, C2H7NO overall.

Structure (ORCA input):
```
! RIJCOSX wB97M-V def2-TZVPD def2/J DEFGRID3
* xyz 0 1
C -1.024 0.623 0.551
C -1.280 -0.206 -0.500
N -0.384 -1.107 -0.916
H -0.057 0.775 1.147
H -1.841 1.405 0.635
H -2.262 -0.133 -1.072
H 0.192 -1.305 -0.106
H -0.902 -1.956 -1.093
H 3.185 0.189 0.255
H 2.062 1.298 0.400
O 2.312 0.417 0.699
*
```

Summary:
HOMO, Ha: -0.3019
SMILES string: C=CN.O
Frontier orbital gap, hartree: 0.3348

***

2 | Density functional theory data (the ωB97M-V functional and the def2-TZVPD basis) for a 2-piece molecular cluster, C2H7NO overall.

Structure (ORCA input):
```
! RIJCOSX wB97M-V def2-TZVPD def2/J DEFGRID3
* xyz 0 1
O 2.715 0.038 -0.727
H 3.207 0.346 -1.581
C -1.122 0.300 -0.076
C -1.562 -0.992 0.344
N 0.246 0.582 0.480
H -1.290 0.737 -1.007
H -1.457 -1.816 -0.232
H -2.294 -1.128 1.169
H 0.370 0.044 1.323
H 0.907 0.255 -0.338
H 0.279 1.634 0.645
*
```

Summary:
HOMO, Ha: -0.2708
Frontier orbital gap, hartree: 0.1919

***

3 | Density functional theory data (the ωB97M-V functional and the def2-TZVPD basis) for one molecule with the formula C2H7NO.

Structure (ORCA input):
```
! RIJCOSX wB97M-V def2-TZVPD def2/J DEFGRID3
* xyz 0 1
O 0.464 -0.808 1.568
H 1.165 -1.415 1.838
C -1.135 0.162 -0.860
C 0.839 0.229 0.651
N 0.268 -0.005 -0.614
H -1.628 -0.737 -1.253
H -1.351 0.928 -1.604
H -1.678 0.384 0.055
H 1.872 0.478 0.482
H 0.356 1.087 1.124
H 0.828 -0.303 -1.387
*
```

Summary:
HOMO, Ha: -0.3145
SMILES string: CNCO
Frontier orbital gap, hartree: 0.3522

***

4 | Density functional theory data (the ωB97M-V functional and the def2-TZVPD basis) for a 2-piece molecular cluster, C2H7NO overall.

Structure (ORCA input):
```
! RIJCOSX wB97M-V def2-TZVPD def2/J DEFGRID3
* xyz 0 1
C -0.947 1.128 0.021
C -1.313 -1.139 0.197
N -0.557 -0.242 -0.250
H -1.886 1.389 -0.467
H -1.068 1.414 1.115
H -0.151 1.808 -0.256
H -1.206 -2.193 -0.102
H -2.315 -0.886 0.656
H 2.750 0.790 -0.385
H 1.516 -0.122 -0.138
O 2.472 -0.030 0.013
*
```

Summary:
HOMO, Ha: -0.3779
SMILES string: C=NC.O
Frontier orbital gap, hartree: 0.4133

***

3 wins, 0.224 eV ahead of the next structure.

***

1 | Density functional theory data (the ωB97M-V functional and the def2-TZVPD basis) for one molecule with the formula C2H6N2.

Structure (ORCA input):
```
! RIJCOSX wB97M-V def2-TZVPD def2/J DEFGRID3
* xyz 0 1
C -1.113 -0.381 -0.075
C 1.215 0.535 -0.041
H -2.106 -0.063 -0.365
H -0.759 -1.228 -0.730
H -1.285 -0.861 0.981
H -0.411 1.768 0.412
H 1.817 1.346 -0.205
H 0.999 -1.237 0.180
N -0.168 0.734 -0.115
N 1.811 -0.611 -0.042
*
```

Summary:
HOMO, Ha: -0.3368
SMILES string: [H]/N=C\NC
Frontier orbital gap, hartree: 0.3682

***

2 | Density functional theory data (the ωB97M-V functional and the def2-TZVPD basis) for a 2-piece molecular cluster, C2H6N2 overall.

Structure (ORCA input):
```
! RIJCOSX wB97M-V def2-TZVPD def2/J DEFGRID3
* xyz 0 1
C 2.152 1.640 -3.309
N 1.545 1.499 -4.409
H 1.566 2.185 -2.580
H 3.161 1.288 -3.069
H 2.109 1.020 -5.115
C -1.694 -2.049 3.905
N -2.311 -1.002 3.617
H -1.911 -2.927 3.295
H -0.925 -2.225 4.674
H -2.240 -0.181 4.209
*
```

Summary:
HOMO, Ha: -0.3622
SMILES string: C=N.C=N
Frontier orbital gap, hartree: 0.4089

***

1 wins, 0.585 eV ahead of the next structure.